# 1
The following is a quantum chemistry calculation of 4 unconnected molecules or ions with the total composition C25H52FO7Si in a non-equilibrium geometry, from OMol25.

## Properties
HOMO = -0.055 hartree
E = -1899.81966 Ha
strongest force on any atom = 2.426 eV/Å
LUMO = 1.796 eV
orbital gap = 3.3 eV
net charge = -1

CARTESIAN COORDINATES (ANGSTROEM)
C  5.32  -1.47  3.45
C  4.24  -1.14  2.43
C  4.62  -1.54  1.00
C  4.93  -3.03  0.77
C  3.86  -4.01  0.17
C  2.77  -3.25  -0.62
C  1.69  -2.50  0.13
O  0.49  -3.28  0.37
Si  -0.72  -2.44  1.11
C  -2.09  -3.59  1.70
C  -1.45  -1.20  -0.11
C  -0.12  -1.45  2.60
C  3.30  -4.78  1.30
F  2.83  -3.99  2.45
C  2.23  -5.78  0.91
C  1.36  -6.22  2.07
H  5.02  -1.06  4.41
H  6.28  -1.04  3.20
H  5.37  -2.55  3.58
H  3.27  -1.51  2.73
H  4.16  -0.05  2.41
H  3.87  -1.09  0.35
H  5.53  -0.97  0.81
H  5.80  -3.07  0.11
H  5.28  -3.44  1.70
H  3.29  -2.52  -1.23
H  2.33  -3.95  -1.32
H  1.39  -1.62  -0.46
H  2.05  -2.11  1.07
H  -2.98  -3.51  1.08
H  -2.38  -3.26  2.69
H  -1.79  -4.63  1.76
H  -1.61  -1.72  -1.05
H  -0.77  -0.37  -0.23
H  -2.38  -0.81  0.28
H  0.35  -2.09  3.34
H  -0.91  -0.84  3.02
H  0.67  -0.78  2.25
H  4.13  -5.37  1.69
H  1.65  -5.48  0.05
H  2.78  -6.67  0.60
H  0.83  -7.13  1.80
H  2.02  -6.52  2.88
H  0.67  -5.45  2.39
O  1.90  1.46  0.85
C  1.53  2.35  0.13
O  0.41  2.18  -0.60
C  -0.22  3.23  -1.33
C  0.39  3.38  -2.72
C  2.34  3.62  -0.05
H  -0.20  4.17  -0.77
H  -1.26  2.95  -1.42
H  1.44  3.65  -2.67
H  -0.14  4.14  -3.28
H  0.32  2.43  -3.25
H  3.11  3.44  -0.81
H  2.83  3.84  0.89
H  1.76  4.49  -0.34
O  -0.29  7.12  -1.33
C  -0.98  7.22  -0.35
O  -2.07  6.44  -0.24
C  -2.85  6.33  0.96
C  -3.89  7.42  1.06
C  -0.70  8.26  0.71
H  -2.20  6.30  1.84
H  -3.33  5.36  0.89
H  -3.44  8.41  1.11
H  -4.51  7.28  1.94
H  -4.54  7.40  0.18
H  -1.14  9.20  0.41
H  0.38  8.38  0.78
H  -1.05  7.99  1.70
O  -4.72  1.31  -3.19
C  -4.69  0.14  -3.45
O  -5.30  -0.29  -4.58
C  -5.17  -1.62  -5.07
C  -6.18  -2.56  -4.44
C  -4.08  -0.87  -2.50
H  -4.15  -1.98  -4.95
H  -5.35  -1.55  -6.14
H  -6.03  -2.64  -3.37
H  -6.10  -3.55  -4.88
H  -7.19  -2.18  -4.60
H  -4.82  -1.14  -1.75
H  -3.23  -0.41  -2.01
H  -3.72  -1.77  -3.00

Charges computed using Löwdin, reported in e: C -0.121; C -0.279; C -0.217; C -0.211; C -0.262; C -0.208; C -0.245; O -0.210; Si 0.410; C -0.153; C -0.161; C -0.148; C -0.369; F -0.111; C -0.230; C -0.113; H 0.058; H 0.065; H 0.059; H 0.080; H 0.090; H 0.082; H 0.091; H 0.070; H 0.072; H 0.088; H 0.084; H 0.104; H 0.070; H 0.011; H 0.019; H 0.017; H 0.021; H 0.015; H 0.027; H 0.034; H 0.025; H 0.012; H 0.106; H 0.083; H 0.097; H 0.055; H 0.064; H 0.048; O 0.113; C -0.519; O -0.010; C -0.232; C -0.059; C 0.015; H 0.096; H 0.124; H 0.068; H 0.081; H 0.083; H 0.095; H 0.088; H 0.064; O 0.102; C -0.535; O -0.006; C -0.233; C -0.065; C 0.012; H 0.115; H 0.126; H 0.066; H 0.081; H 0.084; H 0.094; H 0.090; H 0.069; O 0.102; C -0.520; O -0.009; C -0.243; C -0.067; C 0.011; H 0.114; H 0.120; H 0.068; H 0.080; H 0.081; H 0.101; H 0.064; H 0.074

***

# 2
The following is a quantum chemistry calculation of a molecular structure, C25H52I3N2O5P in a non-equilibrium geometry, from OMol25.

## Properties
HOMO = -0.303 hartree
E = -2703.76992 Ha
strongest force on any atom = 1.295 eV/Å
LUMO = -0.523 eV
orbital gap = 7.7 eV

CARTESIAN COORDINATES (ANGSTROEM)
C  -0.37  -3.41  0.45
C  -1.78  -3.49  -0.15
P  -3.02  -2.37  0.62
C  -4.58  -3.13  -0.04
C  -5.42  -3.76  1.09
C  -2.80  -0.67  -0.21
C  -2.12  -1.03  -1.45
N  -1.58  -1.31  -2.42
C  -4.13  0.03  -0.56
I  -4.26  0.87  -2.51
C  -5.19  0.26  0.20
C  -6.43  1.00  -0.22
I  -5.27  -0.28  2.23
C  -1.77  0.31  0.63
I  -1.50  -0.40  2.72
C  -2.36  1.63  0.69
N  -2.82  2.69  0.73
C  -0.38  0.36  -0.04
C  0.80  1.12  0.62
C  0.46  2.36  1.46
C  1.78  0.19  1.36
H  0.27  -2.73  -0.09
H  0.09  -4.40  0.35
H  -0.40  -3.19  1.51
H  -2.19  -4.48  0.08
H  -1.72  -3.43  -1.24
H  -5.15  -2.42  -0.62
H  -4.28  -3.91  -0.74
H  -5.53  -4.83  0.93
H  -6.42  -3.33  1.09
H  -4.97  -3.59  2.06
H  -7.18  0.96  0.56
H  -6.19  2.05  -0.40
H  -6.85  0.56  -1.12
H  -0.54  0.80  -1.02
H  -0.07  -0.67  -0.17
H  1.38  1.50  -0.22
H  0.30  3.22  0.82
H  1.33  2.60  2.08
H  -0.40  2.26  2.10
H  2.79  0.53  1.14
H  1.63  0.25  2.44
H  1.69  -0.84  1.02
C  3.78  4.42  -1.64
C  3.37  4.24  -0.19
O  3.45  2.89  0.23
H  3.15  3.80  -2.29
H  3.70  5.46  -1.95
H  4.82  4.10  -1.79
H  2.33  4.55  -0.05
H  4.00  4.87  0.46
H  4.36  2.60  0.13
C  -2.10  -1.64  -5.87
C  -3.48  -1.80  -6.47
O  -4.11  -3.01  -6.05
H  -1.47  -2.48  -6.15
H  -1.63  -0.72  -6.21
H  -2.15  -1.62  -4.78
H  -3.44  -1.85  -7.56
H  -4.12  -0.95  -6.20
H  -4.17  -2.99  -5.09
C  6.97  -1.09  0.37
C  6.08  0.04  -0.13
O  6.48  1.31  0.40
H  6.94  -1.14  1.46
H  6.64  -2.04  -0.03
H  8.01  -0.92  0.07
H  5.06  -0.12  0.20
H  6.09  0.08  -1.22
H  7.38  1.47  0.11
C  -1.41  5.34  2.87
C  -0.07  6.02  3.08
O  0.22  6.24  4.46
H  -2.21  5.93  3.32
H  -1.62  5.20  1.81
H  -1.42  4.35  3.35
H  -0.07  7.01  2.62
H  0.73  5.44  2.63
H  0.24  5.38  4.90
C  3.26  -4.68  1.50
C  4.53  -3.91  1.79
O  4.36  -2.50  1.65
H  2.90  -4.44  0.50
H  3.42  -5.75  1.58
H  2.47  -4.39  2.20
H  5.31  -4.19  1.08
H  4.91  -4.14  2.80
H  3.70  -2.22  2.29

Charges computed using Löwdin, reported in e: C -0.161; C -0.420; P 0.910; C -0.405; C -0.190; C -0.560; C -0.411; N 0.209; C -0.724; I 1.013; C -0.809; C -0.230; I 0.993; C -0.652; I 0.947; C -0.336; N 0.232; C -0.196; C -0.394; C -0.107; C -0.092; H 0.054; H 0.066; H 0.035; H 0.079; H 0.065; H 0.065; H 0.070; H 0.065; H 0.055; H 0.034; H 0.036; H 0.073; H 0.054; H 0.127; H 0.079; H 0.115; H 0.077; H 0.081; H 0.014; H 0.059; H 0.053; H 0.060; C -0.086; C -0.309; O -0.093; H 0.075; H 0.073; H 0.072; H 0.102; H 0.112; H 0.064; C -0.095; C -0.325; O -0.086; H 0.076; H 0.075; H 0.023; H 0.108; H 0.100; H 0.073; C -0.094; C -0.310; O -0.088; H 0.076; H 0.068; H 0.073; H 0.094; H 0.112; H 0.080; C -0.099; C -0.323; O -0.083; H 0.075; H 0.063; H 0.066; H 0.110; H 0.097; H 0.077; C -0.092; C -0.316; O -0.093; H 0.072; H 0.075; H 0.071; H 0.108; H 0.111; H 0.078

***

# 3
The following is a quantum chemistry calculation of a molecular structure, C25H53AlNO10S5 in a non-equilibrium geometry, from OMol25.

## Properties
HOMO = -0.138 hartree
E = -4024.82416 Ha
strongest force on any atom = 2.132 eV/Å
LUMO = 1.745 eV
orbital gap = 5.5 eV
net charge = -1

CARTESIAN COORDINATES (ANGSTROEM)
C  2.05  -4.51  2.02
C  1.79  -3.32  1.45
Al  0.47  -1.93  2.16
N  -1.37  -2.46  2.00
C  -1.42  -3.92  2.15
C  -2.83  -4.48  2.28
C  -2.79  -6.01  2.11
H  1.23  -5.19  2.24
H  3.05  -4.87  2.30
H  2.30  -3.03  0.52
H  0.67  -0.50  1.39
H  0.76  -1.71  3.74
H  -1.63  -2.28  1.03
H  -0.96  -4.42  1.28
H  -0.87  -4.21  3.05
H  -3.17  -4.29  3.30
H  -3.51  -4.03  1.55
H  -1.97  -6.39  2.73
H  -3.72  -6.49  2.39
H  -2.54  -6.24  1.08
C  4.27  -4.54  -4.36
C  3.30  -5.12  -3.32
C  3.72  -4.58  -1.94
S  4.50  -2.99  -2.26
O  5.89  -3.07  -1.90
O  3.66  -1.94  -1.76
C  4.36  -3.05  -4.04
H  3.91  -4.70  -5.38
H  5.25  -5.01  -4.27
H  2.29  -4.80  -3.54
H  3.31  -6.21  -3.33
H  2.88  -4.43  -1.28
H  4.46  -5.22  -1.46
H  5.23  -2.56  -4.49
H  3.45  -2.53  -4.32
C  -4.09  0.85  5.56
C  -2.77  1.06  4.80
C  -2.58  -0.13  3.86
S  -4.22  -0.72  3.45
O  -4.42  -2.04  3.99
O  -4.54  -0.42  2.08
C  -5.11  0.44  4.50
H  -4.40  1.75  6.09
H  -3.97  0.05  6.29
H  -2.82  1.98  4.21
H  -1.93  1.16  5.48
H  -2.06  0.15  2.94
H  -2.04  -0.94  4.33
H  -5.99  -0.05  4.91
H  -5.39  1.29  3.88
C  -4.00  5.71  1.93
C  -3.07  6.92  2.11
C  -2.31  6.72  3.42
S  -2.21  4.94  3.67
O  -2.97  4.59  4.85
O  -0.85  4.50  3.51
C  -3.16  4.48  2.22
H  -4.42  5.67  0.92
H  -4.83  5.78  2.63
H  -2.36  6.96  1.27
H  -3.62  7.86  2.11
H  -1.30  7.11  3.39
H  -2.84  7.14  4.27
H  -3.74  3.59  2.44
H  -2.45  4.28  1.42
C  2.13  3.30  2.01
C  2.09  2.39  0.78
C  1.68  3.25  -0.42
S  2.22  4.92  -0.05
O  1.07  5.78  0.10
O  3.30  5.30  -0.94
C  2.88  4.56  1.58
H  2.62  2.82  2.86
H  1.11  3.56  2.31
H  3.09  1.97  0.60
H  1.41  1.55  0.92
H  2.14  2.93  -1.35
H  0.59  3.28  -0.53
H  2.72  5.42  2.23
H  3.95  4.37  1.46
C  0.37  -0.41  -8.17
C  1.20  0.86  -7.90
C  1.98  0.63  -6.61
S  2.24  -1.15  -6.49
O  1.52  -1.65  -5.34
O  3.63  -1.46  -6.69
C  1.32  -1.58  -7.96
H  -0.06  -0.41  -9.17
H  -0.46  -0.47  -7.45
H  1.89  1.02  -8.73
H  0.57  1.74  -7.82
H  2.96  1.11  -6.62
H  1.42  0.93  -5.73
H  0.82  -2.53  -7.81
H  2.03  -1.66  -8.78

Charges computed using Löwdin, reported in e: C -0.154; C -0.265; Al 0.184; N -0.141; C -0.384; C -0.266; C -0.134; H 0.014; H 0.022; H -0.011; H -0.107; H -0.108; H 0.030; H 0.093; H 0.093; H 0.086; H 0.102; H 0.063; H 0.054; H 0.060; C -0.218; C -0.210; C -0.211; S 0.661; O -0.333; O -0.317; C -0.246; H 0.110; H 0.115; H 0.117; H 0.109; H 0.088; H 0.104; H 0.106; H 0.058; C -0.221; C -0.209; C -0.232; S 0.651; O -0.326; O -0.342; C -0.240; H 0.108; H 0.116; H 0.079; H 0.120; H 0.089; H 0.091; H 0.099; H 0.096; C -0.218; C -0.212; C -0.217; S 0.655; O -0.323; O -0.317; C -0.221; H 0.114; H 0.117; H 0.117; H 0.110; H 0.102; H 0.101; H 0.102; H 0.112; C -0.211; C -0.207; C -0.217; S 0.658; O -0.348; O -0.344; C -0.233; H 0.120; H 0.092; H 0.121; H 0.058; H 0.099; H 0.100; H 0.102; H 0.104; C -0.222; C -0.214; C -0.211; S 0.664; O -0.307; O -0.322; C -0.230; H 0.113; H 0.120; H 0.115; H 0.113; H 0.104; H 0.109; H 0.107; H 0.106